## 1
DFT (ωB97M-V with the def2-TZVPD basis set) results for 2 unconnected molecules or ions with the total composition C3H12N2O2.

The geometry in ORCA input format:
```
! RIJCOSX wB97M-V def2-TZVPD def2/J DEFGRID3
* xyz 0 1
N -0.02 1.03 1.97
C -0.84 -0.03 1.47
C -0.37 -0.65 0.11
N -1.03 -1.92 -0.39
C -0.71 0.29 -1.10
O 0.40 0.02 -2.00
H 0.19 0.93 2.98
H -0.35 2.08 1.83
H -1.99 0.25 1.26
H -0.78 -0.75 2.28
H 0.71 -0.92 0.04
H -2.02 -1.79 -0.27
H -0.89 -2.01 -1.41
H -1.71 0.10 -1.60
H -0.59 1.38 -0.72
H 1.17 0.47 -1.59
O 2.13 0.94 -0.18
H 1.65 1.06 0.69
H 2.97 0.57 0.13
*
```

Its LUMO energy is 0.6719 eV. The HOMO-LUMO gap is 9.19 eV. The HOMO energy is -8.5 eV. The SMILES is NC[C@@H](N)CO.O.

---

## 2
DFT (ωB97M-V with the def2-TZVPD basis set) results for 2 unconnected molecules or ions with the total composition C3H12N2O2.

The geometry in ORCA input format:
```
! RIJCOSX wB97M-V def2-TZVPD def2/J DEFGRID3
* xyz 0 1
N 1.07 -0.16 2.19
C 1.18 0.76 1.02
C 0.05 0.64 -0.11
N -0.07 1.94 -0.81
C 0.37 -0.48 -1.06
O -0.31 -0.57 -2.28
H 0.20 0.02 2.74
H 0.96 -1.09 1.85
H 2.14 0.52 0.54
H 1.23 1.76 1.33
H -0.92 0.52 0.32
H 0.74 2.45 -1.12
H -0.92 2.10 -1.41
H 1.43 -0.31 -1.32
H 0.42 -1.42 -0.45
H -0.14 0.25 -2.68
O -2.40 -2.09 0.12
H -1.76 -2.61 0.55
H -3.27 -2.25 0.56
*
```

Its LUMO energy is 0.6502 eV. The HOMO-LUMO gap is 9.50 eV. The HOMO energy is -8.8 eV. The SMILES is NC[C@@H](N)CO.O.

---

Of them, 2 has the highest stability.

---

## 1
DFT (ωB97M-V with the def2-TZVPD basis set) results for C6H13N in the gas phase.

The geometry in ORCA input format:
```
! RIJCOSX wB97M-V def2-TZVPD def2/J DEFGRID3
* xyz 0 1
C -2.07 -1.33 0.06
C -1.52 -0.13 0.04
C -1.64 0.90 1.18
C -0.56 0.37 -1.02
C 0.89 0.63 -0.58
C 1.78 -0.63 -0.50
N 2.77 -0.54 0.60
H -2.06 -2.01 -0.79
H -2.55 -1.65 0.98
H -1.66 1.91 0.79
H -0.83 0.77 1.88
H -2.55 0.65 1.76
H -0.59 -0.42 -1.80
H -0.86 1.32 -1.42
H 0.77 1.21 0.33
H 1.34 1.27 -1.36
H 1.12 -1.50 -0.34
H 2.27 -0.76 -1.45
H 2.42 -0.04 1.40
H 3.54 0.01 0.23
*
```

Its LUMO energy is 1.0105 eV. The HOMO-LUMO gap is 10.01 eV. The HOMO energy is -9.0 eV. The SMILES is C=C(C)CCCN.

---

## 2
DFT (ωB97M-V with the def2-TZVPD basis set) results for C6H13N in the gas phase.

The geometry in ORCA input format:
```
! RIJCOSX wB97M-V def2-TZVPD def2/J DEFGRID3
* xyz 0 1
C -0.66 0.50 -3.14
C -0.09 0.64 -1.76
C -0.80 0.99 -0.63
C -0.30 0.99 0.76
C 1.07 0.10 1.06
C 0.72 -1.34 1.54
N -0.08 -1.31 2.71
H -1.55 1.05 -3.25
H -0.87 -0.63 -3.38
H 0.05 0.81 -3.86
H 0.99 0.40 -1.79
H -1.76 1.32 -0.93
H 0.05 1.99 1.05
H -1.09 0.81 1.55
H 1.78 0.11 0.21
H 1.52 0.55 1.99
H 1.68 -1.80 1.75
H 0.33 -1.82 0.62
H -1.00 -1.12 2.38
H 0.00 -2.25 3.13
*
```

Its LUMO energy is 1.1159 eV. The HOMO-LUMO gap is 9.87 eV. The HOMO energy is -8.7 eV. The SMILES is C/C=C/CCCN.

---

Of them, 1 has the highest stability.

---

## 1
DFT (ωB97M-V with the def2-TZVPD basis set) results for C6H13N in the gas phase.

The geometry in ORCA input format:
```
! RIJCOSX wB97M-V def2-TZVPD def2/J DEFGRID3
* xyz 0 1
C 2.98 -0.35 -0.07
C 1.49 -0.68 -0.05
C 0.63 0.40 -0.70
N -0.76 -0.03 -0.67
C -1.79 0.96 -0.92
C -1.55 0.44 0.45
C -2.38 -0.59 1.18
H 3.19 0.57 0.47
H 3.34 -0.22 -1.10
H 3.57 -1.15 0.38
H 1.30 -1.63 -0.57
H 1.15 -0.83 0.98
H 0.94 0.54 -1.75
H 0.78 1.37 -0.19
H -2.63 0.62 -1.53
H -1.48 1.99 -1.12
H -1.05 1.16 1.11
H -3.18 -0.12 1.77
H -2.83 -1.30 0.48
H -1.74 -1.15 1.86
*
```

Its LUMO energy is 1.2480 eV. The HOMO-LUMO gap is 10.34 eV. The HOMO energy is -9.1 eV. The SMILES is CCCN1C[C@H]1C.

---

## 2
DFT (ωB97M-V with the def2-TZVPD basis set) results for C6H13N in the gas phase.

The geometry in ORCA input format:
```
! RIJCOSX wB97M-V def2-TZVPD def2/J DEFGRID3
* xyz 0 1
C -1.47 -2.40 0.26
C -0.84 -1.28 -0.51
C 0.17 -0.60 0.06
C 0.69 -0.80 1.47
C 0.89 0.53 -0.66
C 0.08 1.80 -0.35
N 0.49 2.86 -1.33
H -1.60 -2.10 1.30
H -2.51 -2.55 -0.04
H -1.01 -3.39 0.12
H -1.15 -1.20 -1.54
H 1.69 -1.24 1.44
H 0.97 0.21 1.85
H 0.01 -1.23 2.19
H 1.94 0.60 -0.36
H 0.70 0.28 -1.70
H -0.98 1.64 -0.42
H 0.26 2.22 0.66
H 1.50 2.85 -1.36
H 0.20 3.80 -1.09
*
```

Its LUMO energy is 1.0836 eV. The HOMO-LUMO gap is 9.78 eV. The HOMO energy is -8.7 eV. The SMILES is C/C=C(\C)CCN.

---

## 3
DFT (ωB97M-V with the def2-TZVPD basis set) results for 2 unconnected molecules or ions with the total composition C6H13N.

The geometry in ORCA input format:
```
! RIJCOSX wB97M-V def2-TZVPD def2/J DEFGRID3
* xyz 0 1
C -0.25 2.55 0.48
N -0.84 1.64 -0.16
C -1.43 0.56 0.60
C -2.91 0.45 0.23
H -0.15 2.53 1.57
H 0.16 3.40 -0.06
H -0.94 -0.38 0.35
H -1.34 0.67 1.69
H -3.43 -0.20 0.93
H -3.37 1.43 0.31
H -3.02 0.08 -0.79
C 1.53 -2.87 -0.10
C 1.98 -1.90 -0.87
C 2.15 -0.48 -0.38
H 1.40 -3.89 -0.44
H 1.26 -2.70 0.93
H 2.24 -2.12 -1.90
H 1.33 0.15 -0.72
H 2.20 -0.49 0.71
H 3.08 -0.07 -0.78
*
```

Its LUMO energy is 1.1312 eV. The HOMO-LUMO gap is 10.72 eV. The HOMO energy is -9.6 eV. The SMILES is C=NCC.C=CC.

---

Of them, 1 has the highest stability.